[1]
The following is a quantum chemistry calculation of a 2-piece molecular cluster, C5H12BrClOSi overall, from the OMol25 dataset.

Summary:
Energy relative to the best compared isomer or geometry (same formula, charge and spin): 231.9 kJ/mol
HOMO energy (spin up / spin down): -0.29746 / -0.29939 Eh
HOMO-LUMO gap (spin up / spin down): 6.82 / 8.51 eV

Geometry as ORCA input:
```
! wB97M-V def2-TZVPD RIJCOSX def2/J DEFGRID3
* xyz 0 1
C -1.494 -0.605 0.063
C -0.603 3.118 -0.550
C -1.058 -2.008 0.466
C 0.421 -2.249 0.156
C 1.337 -1.630 1.117
O 0.745 2.954 -0.239
Si 1.728 1.673 -0.283
Cl 3.579 2.479 -0.271
Br 1.286 0.629 -2.221
H -0.880 0.139 0.566
H -1.384 -0.476 -1.012
H -2.535 -0.438 0.326
H -1.155 3.372 0.357
H -1.031 2.214 -0.989
H -0.697 3.938 -1.266
H -1.663 -2.737 -0.075
H -1.235 -2.155 1.533
H 0.622 -3.332 0.129
H 0.648 -1.894 -0.860
H 2.398 -1.750 1.007
H 0.970 -1.241 2.047
*
```

***

[2]
The following is a quantum chemistry calculation of C31H63BrLaN3OPS3Si as an isolated structure, from the OMol25 dataset.

Summary:
Energy relative to the best compared isomer or geometry (same formula, charge and spin): 65.6 kJ/mol
HOMO energy: -0.11965 Eh
HOMO-LUMO gap: 5.42 eV

Geometry as ORCA input:
```
! wB97M-V def2-TZVPD RIJCOSX def2/J DEFGRID3
* xyz -1 1
La -0.081 0.803 -0.817
S -2.179 -0.972 -1.242
C -3.404 0.252 -1.033
C -4.466 0.152 -1.935
N -5.288 0.044 -2.737
C -3.379 1.280 -0.113
S -2.064 1.647 0.971
C -4.475 2.140 0.005
N -5.361 2.863 0.145
C 3.342 3.117 0.044
C 2.923 1.739 0.608
C 4.196 0.926 0.927
C 2.167 1.970 1.929
N 2.067 1.044 -0.312
H 3.858 3.706 0.802
H 2.457 3.657 -0.291
H 3.999 2.979 -0.811
H 4.808 1.447 1.662
H 4.775 0.772 0.020
H 3.924 -0.046 1.328
H 2.741 2.610 2.598
H 2.000 1.014 2.417
H 1.200 2.435 1.726
C 3.160 -1.136 -1.431
S 2.736 0.618 -1.873
C 3.659 0.298 -3.738
O 1.372 0.450 -2.514
H 2.627 -1.770 -2.128
H 2.813 -1.321 -0.420
H 4.231 -1.289 -1.512
H 3.693 -0.737 -4.049
H 4.659 0.717 -3.669
H 3.064 0.876 -4.432
C -0.377 -1.234 6.118
C 0.227 -0.877 4.753
C 1.718 -0.580 4.959
C -0.430 0.417 4.260
Si -0.012 -2.326 3.453
Br 0.469 -1.415 1.309
C -1.847 -2.971 3.296
C -2.090 -3.649 1.943
C -2.839 -1.804 3.371
C -2.185 -3.967 4.412
C 1.341 -3.750 3.631
C 1.439 -4.264 5.072
C 0.984 -4.935 2.726
C 2.732 -3.278 3.194
H -0.171 -0.431 6.826
H 0.042 -2.155 6.516
H -1.455 -1.350 6.056
H 1.837 0.317 5.567
H 2.211 -0.407 4.007
H 2.217 -1.395 5.475
H -0.163 1.240 4.921
H -1.510 0.341 4.247
H -0.104 0.678 3.258
H -1.992 -2.934 1.131
H -3.105 -4.043 1.913
H -1.405 -4.468 1.763
H -2.598 -1.037 2.640
H -2.860 -1.355 4.360
H -3.843 -2.164 3.149
H -1.594 -4.874 4.329
H -3.236 -4.246 4.347
H -2.008 -3.537 5.394
H 0.478 -4.614 5.437
H 1.797 -3.491 5.746
H 2.142 -5.096 5.114
H 0.064 -5.413 3.046
H 1.778 -5.681 2.764
H 0.882 -4.603 1.697
H 3.124 -2.513 3.852
H 2.701 -2.886 2.183
H 3.424 -4.120 3.212
C 0.436 3.655 -5.267
C -0.334 3.554 -3.956
C 0.612 3.811 -2.782
P -1.361 1.999 -3.534
C -3.015 2.536 -4.272
C -2.968 2.978 -5.732
C -3.664 3.614 -3.409
C -0.932 0.463 -4.573
C -2.205 -0.321 -4.889
C -0.046 0.589 -5.806
H 0.758 4.687 -5.419
H -0.169 3.367 -6.120
H 1.329 3.038 -5.233
H -1.094 4.346 -3.951
H 1.369 3.027 -2.731
H 0.055 3.829 -1.840
H 1.120 4.770 -2.889
H -3.654 1.652 -4.201
H -2.551 3.978 -5.823
H -3.977 3.006 -6.144
H -2.378 2.300 -6.342
H -3.086 4.539 -3.394
H -3.784 3.266 -2.386
H -4.655 3.846 -3.796
H -0.356 -0.128 -3.848
H -2.783 0.140 -5.687
H -2.834 -0.417 -4.006
H -1.945 -1.330 -5.206
H -0.473 1.231 -6.571
H 0.089 -0.401 -6.242
H 0.936 0.957 -5.527
*
```

***

[3]
The following is a quantum chemistry calculation of an isolated ion of composition C4H7O2P2 and charge -1, from the OMol25 dataset.

Summary:
Energy relative to the best compared isomer or geometry (same formula, charge and spin): 69.7 kJ/mol
HOMO energy: -0.14482 Eh
HOMO-LUMO gap: 7.86 eV

Geometry as ORCA input:
```
! wB97M-V def2-TZVPD RIJCOSX def2/J DEFGRID3
* xyz -1 1
C -1.507 1.095 -0.029
C -0.180 0.632 0.509
C 0.736 0.328 -0.665
C -0.033 -0.864 0.505
O -2.159 0.164 -0.586
O -1.875 2.228 0.224
P 2.555 0.297 -0.453
P -1.326 -1.785 -0.341
H 0.058 1.069 1.473
H 0.542 0.478 -1.693
H 0.670 -1.337 1.061
H 2.867 1.253 0.459
H 2.613 1.346 -1.566
H -2.390 -2.027 0.766
H -0.571 -2.876 0.337
*
```

***

[4]
The following is a quantum chemistry calculation of C31H25LuN8O3S3 as an isolated structure, from the OMol25 dataset.

Summary:
Energy relative to the best compared isomer or geometry (same formula, charge and spin): 47.8 kJ/mol
HOMO energy: -0.26381 Eh
HOMO-LUMO gap: 6.51 eV

Geometry as ORCA input:
```
! wB97M-V def2-TZVPD RIJCOSX def2/J DEFGRID3
* xyz 0 1
Lu -0.240 -1.002 0.461
S -0.256 4.782 6.160
N -1.484 4.037 5.424
C -0.959 3.174 4.577
C -1.696 2.294 3.702
C -3.090 2.267 3.642
C -3.696 1.397 2.767
C -2.897 0.568 1.983
N -1.574 0.578 2.031
C -0.968 1.432 2.868
C 0.497 1.435 2.878
N 1.110 0.583 2.049
C 2.431 0.549 2.032
C 3.226 1.364 2.834
C 2.611 2.248 3.691
C 1.217 2.293 3.723
C 0.471 3.176 4.586
N 0.983 4.039 5.441
H -3.655 2.930 4.284
H -4.772 1.343 2.686
H -3.344 -0.139 1.298
H 2.878 -0.173 1.361
H 4.302 1.290 2.784
H 3.174 2.900 4.346
S -2.153 -2.673 1.885
C -2.624 -3.002 0.272
C -3.606 -3.954 -0.077
C -3.974 -4.096 -1.393
C -3.359 -3.306 -2.371
C -2.378 -2.431 -1.968
N -1.999 -2.283 -0.693
H -4.047 -4.546 0.711
H -4.740 -4.809 -1.672
H -3.630 -3.383 -3.415
H -1.849 -1.812 -2.685
C 4.549 2.841 -3.195
O 3.307 3.307 -3.688
C 2.189 2.785 -3.146
C 0.979 3.308 -3.654
C -0.205 2.836 -3.175
C -0.280 1.836 -2.176
C -1.526 1.352 -1.654
C -2.859 1.859 -2.157
O -1.597 0.491 -0.760
C 0.953 1.307 -1.653
O 1.003 0.409 -0.745
C 2.173 1.818 -2.175
H 5.314 3.392 -3.733
H 4.675 1.771 -3.379
H 4.647 3.035 -2.123
H 1.028 4.079 -4.410
H -1.111 3.257 -3.586
H -2.796 2.613 -2.932
H -3.410 2.265 -1.308
H -3.426 1.006 -2.533
H 3.082 1.402 -1.760
S 2.853 -3.754 3.302
C 1.856 -2.888 2.402
N 1.141 -2.239 1.729
C -0.028 -4.840 -1.182
C 1.041 -3.848 -1.482
N 1.081 -2.578 -1.142
C 2.292 -2.089 -1.594
C 2.980 -3.075 -2.222
N 2.173 -4.187 -2.142
H -0.545 -4.566 -0.266
H 0.407 -5.831 -1.054
H -0.756 -4.882 -1.995
H 2.569 -1.063 -1.436
H 3.947 -3.095 -2.692
H 2.388 -5.104 -2.487
*
```

***

[5]
The following is a quantum chemistry calculation of C25H30AuN5O5PTe as an isolated structure, from the OMol25 dataset.

Summary:
Energy relative to the best compared isomer or geometry (same formula, charge and spin): 514.1 kJ/mol
HOMO energy (spin up / spin down): -0.34690 / -0.34758 Eh
HOMO-LUMO gap (spin up / spin down): 2.61 / 2.65 eV

Geometry as ORCA input:
```
! wB97M-V def2-TZVPD RIJCOSX def2/J DEFGRID3
* xyz 1 1
Au -0.247 0.334 1.111
N -3.368 -0.684 -1.491
C -3.752 -1.348 -0.358
C -2.767 -1.157 0.565
N -1.741 -0.450 0.030
C -2.125 -0.062 -1.247
C -0.112 0.439 -2.311
N 0.644 0.714 -1.283
C 1.638 1.517 -1.764
C 1.478 1.700 -3.100
N 0.349 1.005 -3.446
H -3.799 -0.729 -2.399
H -4.680 -1.874 -0.291
H -2.720 -1.493 1.581
H 2.379 1.905 -1.099
H 2.042 2.263 -3.811
H -0.045 0.919 -4.370
C -3.937 3.012 2.190
C -4.195 2.510 0.782
O -2.944 2.016 0.280
P -2.531 1.905 -1.248
O -1.259 -0.267 -2.327
Te -4.114 2.504 -2.865
O -1.202 2.764 -1.369
C -0.667 3.667 -0.379
C -1.385 5.002 -0.423
H -4.843 3.451 2.596
H -3.147 3.760 2.183
H -3.624 2.188 2.828
H -4.562 3.307 0.122
H -4.915 1.686 0.781
H 0.386 3.771 -0.655
H -0.732 3.206 0.612
H -1.418 5.388 -1.439
H -0.848 5.714 0.198
H -2.403 4.909 -0.048
C 1.297 -3.230 -2.977
C 2.133 -2.288 -2.166
C 3.132 -1.543 -2.784
C 3.896 -0.630 -2.070
C 3.653 -0.455 -0.730
C 2.665 -1.207 -0.080
N 2.454 -0.889 1.247
C 2.212 -1.715 2.314
C 2.596 -3.064 2.285
C 2.396 -3.868 3.385
C 1.817 -3.354 4.537
C 1.468 -2.014 4.590
C 1.636 -1.194 3.487
C 1.192 0.264 3.607
O 1.028 0.698 4.723
O 1.083 0.943 2.510
C 1.885 -2.133 -0.798
C 0.748 -2.878 -0.171
H 1.689 -3.327 -3.986
H 0.272 -2.859 -3.041
H 1.265 -4.218 -2.524
H 3.314 -1.668 -3.842
H 4.668 -0.058 -2.562
H 4.224 0.256 -0.150
H 2.615 0.087 1.488
H 3.108 -3.441 1.413
H 2.702 -4.902 3.350
H 1.640 -3.998 5.384
H 1.027 -1.585 5.478
H 0.510 -2.499 0.819
H 0.981 -3.940 -0.082
H -0.142 -2.783 -0.789
*
```

***

[6]
The following is a quantum chemistry calculation of an isolated ion of composition C2H2NO3 and charge -1, from the OMol25 dataset.

Summary:
Energy relative to the best compared isomer or geometry (same formula, charge and spin): 399.6 kJ/mol
HOMO energy: -0.14242 Eh
HOMO-LUMO gap: 8.29 eV

Geometry as ORCA input:
```
! wB97M-V def2-TZVPD RIJCOSX def2/J DEFGRID3
* xyz -1 1
O -1.505 1.101 -1.460
C -1.061 0.675 -0.435
O -1.232 0.869 0.773
N 0.139 -0.291 -0.751
C 0.865 -0.711 0.435
O 1.393 0.268 -0.381
H 0.283 -0.160 1.305
H 1.119 -1.751 0.512
*
```